The following is a quantum chemistry calculation of 2 unconnected molecules or ions with the total composition C3H3NO2, from OMol25.

## Properties
Strongest force on any atom in eV/A: 4.19
SMILES string: C=C=O.N=C=O
Kohn-Sham gap in eV: 10.4
E_LUMO in eV: 0.567
HOMO energy in eV: -9.82
Relative energy (zero: lowest compared OMol25 entry of this formula, charge and spin) in eV: 2.2628

Each line ends with the natural charge from an NBO analysis.
Geometry (Å):
C (0.35535, 0.78414, -2.84153)  -0.77
C (0.13815, 1.23646, -1.67016)  0.73
O (-0.09619, 1.56465, -0.57618)  -0.50
H (1.17807, 0.87844, -3.47242)  0.27
H (-0.37137, -0.10591, -3.06629)  0.28
N (-1.25393, 0.83967, 1.90137)  -0.76
C (-0.81064, 0.05679, 1.12269)  0.85
O (-0.80579, -0.95106, 0.58698)  -0.51
H (-1.16056, 1.81764, 1.97301)  0.41